(1)
C4H12NO2 | ωB97M-V/def2-TZVPD

Atoms and positions in Å:
C  0.49456  -0.58987  -1.43748
C  1.65965  0.30435  -0.98328
N  1.81334  0.36498  0.45377
C  0.62408  0.82845  1.17361
C  -0.11490  -0.40827  1.83117
O  0.66947  -1.51167  1.87632
H  0.43310  -0.81314  -2.50698
H  -0.46475  -0.14399  -1.16080
H  0.56553  -1.53519  -0.90416
H  2.59192  -0.11136  -1.38404
H  1.55328  1.28259  -1.44942
H  1.84892  -0.61284  0.81358
H  -0.08585  1.33698  0.49458
H  0.92129  1.58174  1.90472
H  -0.44544  -0.08088  2.84267
H  -1.03902  -0.57233  1.21573
H  -3.90011  0.02901  -1.66600
H  -3.17980  0.17512  -0.29504
O  -3.94526  0.47632  -0.81898

The calculation puts the energy above the lowest of the compared OMol25 structures with the same formula, charge and spin at 25.6 kcal/mol. Its net charge is -1. The HOMO energy is -0.1006 Eh. The HOMO-LUMO gap comes out at 6.222 eV. The value obtained for the LUMO energy is 0.1281 Eh. For the largest force on an atom, the calculation gives 0.85 eV/Å.



(2)
C17H24N2O | ωB97M-V/def2-TZVPD

Atoms and positions in Å:
C  -0.76539  2.80334  0.39948
C  -2.05621  1.99540  0.33131
C  -1.83610  0.49919  0.55162
C  -1.22642  0.19397  1.92593
N  -1.41529  -1.18073  2.34069
C  -2.53325  -1.41231  3.23066
C  -0.66474  -2.24595  1.96171
O  -0.87389  -3.35985  2.41061
C  0.41494  -2.03172  0.91886
C  -0.04112  -2.70085  -0.38240
C  0.93442  -2.44721  -1.53857
C  0.91221  -1.02143  -1.98418
C  0.03378  -0.46081  -2.86539
N  0.29523  0.87582  -3.01519
C  1.36140  1.20691  -2.23156
C  1.99961  2.42734  -2.04450
C  3.06035  2.46456  -1.16594
C  3.48271  1.31587  -0.49007
C  2.85835  0.10353  -0.67502
C  1.77743  0.03336  -1.55500
H  -0.95123  3.83517  0.11007
H  -0.35872  2.80559  1.40723
H  -0.01625  2.38821  -0.27026
H  -2.51379  2.13500  -0.65090
H  -2.75948  2.37313  1.07762
H  -1.18819  0.11111  -0.23530
H  -2.79708  -0.01523  0.47623
H  -0.16355  0.44531  1.93306
H  -1.71619  0.82121  2.67632
H  -2.38200  -0.89457  4.18090
H  -2.60131  -2.48273  3.41367
H  -3.46119  -1.06063  2.77518
H  0.63935  -0.98454  0.74089
H  1.31863  -2.53161  1.27364
H  -1.02811  -2.32300  -0.66102
H  -0.13418  -3.77348  -0.20570
H  0.65227  -3.08708  -2.37787
H  1.94429  -2.71942  -1.22763
H  -0.76825  -0.92457  -3.40793
H  -0.20036  1.50319  -3.62463
H  1.67204  3.31305  -2.56939
H  3.57825  3.39657  -0.99506
H  4.31986  1.38850  0.18867
H  3.19718  -0.77761  -0.15086

The calculation puts the energy above the lowest of the compared OMol25 structures with the same formula, charge and spin at 4.6 kcal/mol. The HOMO energy is -0.2941 Eh. The HOMO-LUMO gap comes out at 8.714 eV. The value obtained for the LUMO energy is 0.0261 Eh. For the largest force on an atom, the calculation gives 0.55 eV/Å.



(3)
C6H12O | ωB97M-V/def2-TZVPD

Atoms and positions in Å:
C  1.11985  1.45271  -0.63848
C  0.99556  0.38969  0.47467
C  -0.07852  0.60111  1.47434
O  -1.18555  -0.09755  1.16426
C  -0.88804  -1.13213  0.16473
C  -1.85846  -0.97524  -0.99172
C  0.61873  -0.97722  -0.14379
H  1.37122  2.39698  -0.14936
H  0.20103  1.58310  -1.22832
H  1.90487  1.13440  -1.33517
H  1.91608  0.46085  1.07109
H  -0.05715  0.94521  2.48823
H  0.91519  2.38425  1.74756
H  -1.08196  -2.09191  0.66506
H  -2.88958  -1.09288  -0.64089
H  -1.67922  -1.73215  -1.76284
H  -1.75255  0.01652  -1.43957
H  0.78682  -0.98798  -1.22558
H  1.20564  -1.78768  0.29789

The calculation puts the energy above the lowest of the compared OMol25 structures with the same formula, charge and spin at 109.7 kcal/mol. The HOMO energy (spin up / spin down) is -0.2593 / -0.3154 Eh. The HOMO-LUMO gap (spin up / spin down) comes out at 7.174 / 9.312 eV. The value obtained for the LUMO energy (spin up / spin down) is 0.0044 / 0.0268 Eh. For the largest force on an atom, the calculation gives 0.67 eV/Å.



(4)
C20H30As3F18MnO15 | ωB97M-V/def2-TZVPD

Atoms and positions in Å:
Mn  1.06120  0.35163  0.12122
As  2.55678  2.17760  3.28955
F  2.38566  0.81202  4.33432
F  1.84209  1.27091  1.94191
F  2.81036  3.48322  2.18615
F  3.22755  3.08777  4.61136
F  4.10826  1.58022  2.87824
F  1.00355  2.77785  3.70489
As  4.70230  0.75367  -1.11988
F  4.48150  -0.92025  -1.50468
F  6.25726  0.76259  -1.87097
F  4.79946  2.45029  -0.83904
F  3.10360  0.70357  -0.26670
F  5.39636  0.33940  0.38103
F  3.84265  1.14197  -2.58184
As  2.09745  -2.80910  1.86932
F  2.82308  -4.30956  2.35531
F  2.67284  -3.05054  0.25905
F  1.33346  -1.27597  1.34957
F  1.45837  -2.50759  3.43535
F  3.50193  -1.95157  2.23956
F  0.63167  -3.66307  1.46421
C  -3.13683  -4.22010  1.55959
C  -2.12705  -3.64305  0.63011
C  -2.36033  -3.63519  -0.89270
O  -1.71893  -2.45743  -1.30269
C  -1.40554  -1.70173  -0.21158
O  -0.88114  -0.63443  -0.29261
O  -1.86799  -2.25711  0.89880
H  -2.84353  -4.07711  2.60636
H  -3.20276  -5.30501  1.48674
H  -4.09909  -3.69914  1.54767
H  -1.18216  -4.15302  0.84526
H  -3.41824  -3.74354  -1.14282
H  -1.87104  -4.55560  -1.22123
C  -1.96369  0.17654  6.67990
C  -0.88178  -0.40444  5.80089
C  -1.18204  -1.80023  5.23662
O  -1.56447  -1.50470  3.88761
C  -0.99445  -0.32338  3.53858
O  -0.90416  0.07239  2.42458
O  -0.67367  0.37087  4.63885
H  -2.97561  0.07288  6.28959
H  -1.73906  1.23615  6.82520
H  -1.90191  -0.26416  7.67713
H  0.05066  -0.45926  6.36332
H  -1.95295  -2.35780  5.76665
H  -0.29768  -2.43021  5.18199
C  -0.25496  -4.02390  -4.34038
C  1.10910  -3.80193  -3.72118
C  1.96287  -2.76724  -4.54075
O  2.14579  -1.70585  -3.63923
C  1.59345  -1.96697  -2.43720
O  1.60326  -1.19832  -1.54049
O  0.95161  -3.14602  -2.47219
H  -0.87078  -4.69900  -3.75168
H  -0.08919  -4.37341  -5.36169
H  -0.75317  -3.05407  -4.40281
H  1.70019  -4.71004  -3.61498
H  1.36656  -2.41709  -5.38452
H  2.90455  -3.21494  -4.84672
C  -1.08892  1.29255  -6.17291
C  -0.64641  2.16840  -5.02846
C  -1.71816  2.64685  -4.04781
O  -1.04097  2.62215  -2.80640
C  -0.04754  1.71614  -2.88258
O  0.62457  1.33750  -1.98916
O  0.15418  1.33757  -4.16694
H  -1.98792  1.68055  -6.65737
H  -1.31831  0.27244  -5.85643
H  -0.29739  1.13694  -6.90655
H  -0.10634  3.03502  -5.41275
H  -2.67795  2.12467  -4.03740
H  -2.00771  3.66512  -4.32226
C  -2.29899  6.19647  -0.41281
C  -1.23421  5.56713  0.45006
C  -1.76438  4.95106  1.76122
O  -1.11027  3.69887  1.84476
C  -0.54995  3.41238  0.65607
O  0.06629  2.43161  0.44513
O  -0.82081  4.36804  -0.25403
H  -2.61660  7.14923  0.02826
H  -3.13891  5.53376  -0.61710
H  -1.96479  6.52839  -1.40086
H  -0.40921  6.26746  0.57799
H  -2.83473  4.77983  1.64290
H  -1.53581  5.65140  2.55952

As for the spin multiplicity: 6. The calculation puts the energy above the lowest of the compared OMol25 structures with the same formula, charge and spin at 0.0 kcal/mol. Its net charge is -1. The HOMO energy (spin up / spin down) is -0.2933 / -0.3036 Eh. The HOMO-LUMO gap (spin up / spin down) comes out at 9.652 / 9.932 eV. The expectation value of S² is 8.752. The value obtained for the LUMO energy (spin up / spin down) is 0.0614 / 0.0614 Eh. For the largest force on an atom, the calculation gives 2.34 eV/Å.



(5)
C3H11NO2S | ωB97M-V/def2-TZVPD

Atoms and positions in Å:
O  -2.26050  0.09600  -1.36526
C  -1.53306  0.13392  -0.12505
N  -0.17288  0.49306  -0.26942
C  0.43236  1.76585  0.11460
C  1.89047  2.02400  -0.27337
S  2.88068  1.02695  0.94252
H  -1.57313  0.14995  -2.03029
H  -2.06170  0.75921  0.61538
H  -1.60911  -0.87540  0.27361
H  0.42437  -0.30573  -0.38291
H  -0.07992  2.50818  -0.52154
H  0.23114  2.02052  1.14735
H  2.09336  1.80331  -1.32873
H  2.18435  3.05956  -0.08118
H  4.01092  1.77389  0.91856
O  -3.44163  -5.58696  0.11646
H  -4.28401  -5.10071  0.06394
H  -3.30101  -5.43655  -0.82859

The calculation puts the energy above the lowest of the compared OMol25 structures with the same formula, charge and spin at 21.2 kcal/mol. The HOMO energy is -0.3319 Eh. The HOMO-LUMO gap comes out at 9.771 eV. The value obtained for the LUMO energy is 0.0272 Eh. For the largest force on an atom, the calculation gives 2.47 eV/Å.